[1]
This record from OMol25 describes a molecular structure, C45H43AsN6OS3SeZn at a distorted geometry. The level of theory is wB97M-V/def2-TZVPD.

The geometry in XYZ format:
```
101
Properties=species:S:1:pos:R:3:forces:R:3
Zn 0.5244 0.2786 0.0971 0.645 -0.282 -0.466
N 0.2998 -1.2639 1.1005 -0.929 -1.966 1.078
S -0.6504 -1.8574 2.0529 1.136 0.139 -0.117
N -1.2518 -0.9690 3.3160 -0.080 -0.311 0.155
S -0.6260 0.2718 4.0017 -0.176 -0.055 -0.439
N -0.8895 1.6644 3.3646 -0.057 0.044 0.319
S -1.5038 1.8793 1.8438 0.861 0.159 -0.916
N -0.6508 1.5549 0.6928 -2.121 1.260 1.225
C -1.7825 3.6569 1.8168 -0.323 -0.280 0.319
C -0.7070 4.4787 2.1096 0.190 -0.177 0.222
C -0.8184 5.8447 1.9164 -0.014 -0.160 -0.043
C -1.9991 6.3758 1.4196 -0.051 -0.015 -0.040
C -3.0686 5.5460 1.1235 0.052 0.001 -0.053
C -2.9633 4.1763 1.3129 -0.044 -0.243 0.076
C -3.1310 1.0991 1.9248 0.314 0.329 0.109
C -3.9291 1.3545 3.0253 -0.103 0.014 0.140
C -5.1808 0.7652 3.0965 0.088 0.072 0.081
C -5.6119 -0.0674 2.0735 0.032 -0.027 -0.133
C -4.8003 -0.3140 0.9773 -0.035 0.140 0.018
C -3.5484 0.2754 0.8972 0.241 0.198 -0.172
C -1.2830 0.3167 5.6672 0.098 -0.117 -0.277
C -2.0761 -0.7111 6.1422 0.060 -0.175 -0.280
C -2.4543 -0.7043 7.4746 0.023 0.048 0.009
C -2.0359 0.3207 8.3093 -0.064 -0.063 -0.068
C -1.2824 1.3713 7.8072 0.059 0.011 -0.130
C -0.8998 1.3751 6.4765 0.110 0.073 -0.113
C 1.1369 0.0704 4.2230 -0.146 0.897 -0.345
C 1.9333 1.0838 3.8585 -0.780 0.078 -0.087
C 3.3475 0.8333 3.7626 0.235 -0.582 0.309
C 4.0212 -0.3773 4.4546 0.044 0.257 0.276
C 2.9839 -1.3888 4.8434 -0.085 0.163 -0.052
C 1.6696 -1.1773 4.7334 0.051 -0.477 0.217
C -2.1562 -2.6467 1.4562 0.195 0.248 0.423
C -2.0815 -3.3225 0.2514 0.244 0.115 -0.087
C -3.1309 -4.1441 -0.1257 0.016 0.061 0.017
C -4.2315 -4.2863 0.7050 -0.046 0.033 0.020
C -4.3100 -3.5744 1.8915 0.088 0.033 0.069
C -3.2649 -2.7508 2.2745 -0.037 -0.040 0.165
C 0.1205 -3.2583 2.8914 -0.284 0.118 -0.053
C 1.2659 -3.7946 2.3387 -0.112 0.249 -0.194
C 1.9132 -4.8356 2.9817 -0.050 0.017 0.042
C 1.3915 -5.3491 4.1578 0.077 0.019 -0.041
C 0.2168 -4.8316 4.6823 -0.128 0.092 0.055
C -0.4270 -3.7828 4.0477 -0.076 -0.048 0.048
H 0.2064 4.0376 2.4811 0.077 0.057 0.038
H 0.0156 6.4899 2.1424 0.088 0.062 0.046
H -2.0803 7.4379 1.2517 -0.037 0.119 0.022
H -3.9838 5.9622 0.7342 -0.108 0.033 -0.039
H -3.7850 3.5195 1.0691 -0.129 -0.003 -0.017
H -3.5678 2.0099 3.8042 -0.055 0.058 0.155
H -5.8221 0.9619 3.9417 -0.044 0.022 0.082
H -6.5883 -0.5231 2.1266 -0.114 -0.037 0.021
H -5.1412 -0.9598 0.1838 -0.019 -0.087 -0.090
H -2.8924 0.1057 0.0556 0.052 -0.029 -0.120
H -2.3776 -1.4923 5.4627 -0.063 -0.154 0.034
H -3.0654 -1.5024 7.8629 -0.074 -0.110 0.030
H -2.3012 0.3010 9.3548 -0.064 0.034 0.085
H -0.9842 2.1791 8.4553 0.051 0.110 0.044
H -0.3130 2.1778 6.0581 0.120 0.161 0.061
H 1.5343 2.0315 3.5275 -0.079 0.052 -0.079
H 5.1099 1.9400 3.3739 0.028 -0.165 0.035
H 4.6650 -0.1628 5.3156 -0.088 0.075 -0.022
H 3.3529 -2.2999 5.2910 -0.087 -0.160 0.036
H 0.9609 -1.9212 5.0632 0.069 -0.148 0.096
H -1.2052 -3.2069 -0.3667 0.135 -0.046 -0.144
H -3.0849 -4.6859 -1.0559 0.041 -0.054 -0.127
H -5.0311 -4.9556 0.4303 -0.103 -0.051 -0.074
H -5.1762 -3.6670 2.5276 -0.101 -0.020 0.058
H -3.2965 -2.1842 3.1906 -0.131 0.025 0.126
H 1.6253 -3.3737 1.4163 0.153 0.049 -0.127
H 2.8239 -5.2386 2.5684 0.090 -0.093 -0.076
H 1.8941 -6.1572 4.6656 0.048 -0.097 0.040
H -0.1937 -5.2413 5.5909 -0.069 -0.058 0.111
H -1.3358 -3.3620 4.4462 -0.131 -0.015 0.146
C -0.7550 3.0484 -2.1102 0.199 -0.214 0.027
As 0.6150 1.7847 -2.6530 -0.051 1.066 -1.574
C 0.2186 1.3286 -4.5112 0.080 0.026 0.374
C 2.3428 2.6926 -2.6892 -0.305 -0.135 0.086
O 0.6453 0.3809 -1.7795 0.095 -0.660 -0.412
H -0.5660 4.0031 -2.5967 0.044 0.006 -0.089
H -0.7427 3.1615 -1.0280 0.088 -0.024 -0.021
H -1.7285 2.6655 -2.4169 0.073 -0.036 -0.019
H 0.1039 2.2464 -5.0935 0.019 -0.076 0.117
H -0.7115 0.7550 -4.5472 0.147 0.097 0.074
H 1.0286 0.7295 -4.9369 -0.097 0.098 0.176
H 2.4461 3.1941 -3.6534 -0.051 -0.035 0.081
H 3.1411 1.9579 -2.5739 -0.131 0.001 -0.008
H 2.4067 3.4290 -1.8869 -0.036 -0.077 -0.088
Se 2.4942 2.7378 0.9370 0.290 1.664 0.036
N 2.3995 1.0294 0.6588 0.713 -1.325 0.486
C 3.2340 0.1449 1.2211 -0.195 0.792 -0.548
C 3.2755 -1.1428 0.7310 -0.028 -0.446 -0.140
C 3.9945 -2.1896 1.3679 0.106 -0.057 -0.023
C 4.6720 -2.0206 2.5222 0.039 0.022 0.006
C 4.8043 -0.6836 3.1492 0.177 0.176 -0.187
C 4.0038 0.4228 2.4312 0.268 -0.367 0.290
N 4.1880 1.7057 3.0185 -0.038 0.491 -0.130
H 2.7157 -1.3449 -0.1706 0.010 -0.099 -0.057
H 3.9863 -3.1540 0.8838 0.030 -0.153 0.017
H 5.2070 -2.8407 2.9786 0.031 -0.121 -0.019
H 5.8698 -0.4399 3.2514 -0.052 0.009 -0.095
```
Forces are in eV/Å.

Values from the calculation:
**LUMO (alpha / beta)**: -6.16 / -6.11 eV
**HOMO (alpha / beta)**: -12.587 / -12.132 eV
**Charge**: +2


[2]
This record from OMol25 describes a molecular structure, C45H43Cl3KN7O2PS at a distorted geometry. The level of theory is wB97M-V/def2-TZVPD.

The geometry in XYZ format:
```
103
Properties=species:S:1:pos:R:3:forces:R:3
K 0.3825 -0.4735 0.4522 -1.569 0.655 -0.304
Cl 5.9293 -1.3642 4.8428 -0.043 0.018 -0.094
C 4.9825 -0.9548 3.4331 0.066 0.012 0.014
C 3.6090 -1.0631 3.4871 -0.112 -0.024 -0.042
C 2.7698 -0.7406 2.4127 -0.041 -0.221 -0.025
N 1.3735 -0.8612 2.6456 0.500 -0.233 0.835
C 0.9123 -2.1027 2.7500 0.449 -0.051 0.239
O 1.4255 -3.1754 2.3778 0.006 0.029 0.142
C -0.4139 -2.2297 3.4745 -0.026 0.016 -0.234
C -0.5155 -3.1691 4.5030 0.004 0.000 0.035
C -1.7074 -3.2831 5.1860 -0.036 -0.007 -0.003
C -2.7842 -2.4873 4.8018 0.041 -0.038 0.015
C -2.6026 -1.6191 3.7435 0.121 0.008 -0.057
N -1.4420 -1.4794 3.0931 -0.154 -0.013 0.049
C 3.3728 -0.2721 1.2223 -0.165 -0.048 -0.166
C 4.7705 -0.1790 1.1898 -0.046 -0.042 -0.076
C 5.5739 -0.5097 2.2601 0.054 -0.043 0.038
Cl 7.3065 -0.3405 2.1090 -0.114 -0.019 0.032
N 2.7055 0.2472 0.0863 0.871 0.347 0.003
C 2.6424 -0.4368 -1.0362 0.737 0.198 0.002
O 2.6916 -1.6734 -1.2270 0.042 0.099 0.026
C 2.5795 0.4411 -2.2864 -0.112 -0.199 0.001
C 3.3901 0.0514 -3.3584 -0.047 -0.057 -0.038
C 3.4474 0.8488 -4.4846 -0.029 -0.008 -0.028
C 2.6728 2.0021 -4.5275 -0.020 -0.004 0.010
C 1.8781 2.2908 -3.4300 0.015 -0.101 0.118
N 1.8265 1.5365 -2.3270 0.091 0.175 -0.102
H 3.1451 -1.4200 4.3979 0.010 0.014 -0.010
H 0.3451 -3.7833 4.7305 -0.016 0.010 0.002
H -1.8092 -3.9890 6.0015 0.001 0.002 0.006
H -3.7416 -2.5489 5.3019 -0.002 -0.001 0.008
H -3.4237 -0.9987 3.3920 0.059 -0.040 0.027
H 5.2290 0.1769 0.2768 0.004 0.035 0.011
H 3.9507 -0.8703 -3.2721 -0.012 0.036 0.002
H 4.0790 0.5758 -5.3231 -0.006 0.014 0.032
H 2.6780 2.6602 -5.3881 -0.002 -0.025 0.035
H 1.2500 3.1786 -3.4321 0.044 -0.057 0.004
Cl -1.1170 2.1970 -1.2067 -0.281 0.139 0.058
C -1.3437 2.8581 -2.7851 0.041 -0.291 -0.197
C -1.4362 4.2343 -2.9128 0.005 0.053 -0.050
C -1.6079 4.7935 -4.1708 0.011 0.010 0.013
C -1.6836 3.9759 -5.2879 0.019 -0.067 0.024
C -1.6000 2.5964 -5.1410 0.099 -0.002 -0.102
C -1.4331 2.0030 -3.8932 -0.094 -0.038 0.172
P -1.3239 0.1789 -3.5974 -0.044 0.141 -0.015
C -3.0937 -0.2178 -3.2767 0.035 -0.041 0.051
C -3.3479 -1.4885 -2.7510 -0.038 -0.021 -0.071
C -4.6460 -1.8984 -2.4823 0.003 0.092 -0.017
C -5.7111 -1.0363 -2.7193 0.047 0.004 -0.007
C -5.4679 0.2341 -3.2217 0.036 -0.031 -0.031
C -4.1665 0.6412 -3.4975 -0.017 0.021 -0.045
C -1.1207 -0.4958 -5.2984 -0.017 0.063 -0.012
C 0.1599 -0.9397 -5.6261 0.073 0.042 -0.075
C 0.4247 -1.4913 -6.8760 -0.056 0.063 0.063
C -0.5960 -1.6165 -7.8073 -0.032 0.019 0.034
C -1.8811 -1.1902 -7.4874 0.055 -0.006 0.036
C -2.1399 -0.6346 -6.2426 -0.041 -0.050 0.061
H -1.3632 4.8549 -2.0296 0.004 -0.018 -0.006
H -1.6748 5.8694 -4.2749 0.004 -0.013 0.011
H -1.8078 4.4075 -6.2733 0.005 -0.017 0.013
H -1.6420 1.9688 -6.0223 -0.043 -0.025 0.005
H -2.5168 -2.1496 -2.5315 -0.109 0.062 -0.047
H -4.8240 -2.8842 -2.0697 0.011 0.013 -0.014
H -6.7254 -1.3511 -2.5038 0.027 0.014 0.007
H -6.2915 0.9170 -3.3939 0.015 -0.007 0.004
H -3.9905 1.6426 -3.8750 0.003 -0.028 -0.013
H 0.9595 -0.8463 -4.8958 -0.025 0.003 -0.031
H 1.4265 -1.8261 -7.1149 -0.011 -0.007 0.011
H -0.3971 -2.0566 -8.7771 0.003 0.014 0.015
H -2.6840 -1.2982 -8.2070 0.016 0.003 0.014
H -3.1505 -0.3288 -5.9932 0.036 0.029 0.008
C -4.5688 1.8400 0.0166 0.058 -0.005 0.028
N -3.4062 1.5523 0.8204 -0.001 0.051 0.051
C -3.1145 0.1339 0.8789 -0.081 0.131 -0.060
C -3.3577 2.2325 2.1064 0.120 -0.094 -0.034
C -2.0138 2.9274 2.3337 0.109 0.002 0.016
N -0.9323 1.9912 2.6025 -0.013 -0.021 -0.057
C -0.9169 1.5789 3.9972 0.012 -0.088 -0.069
C 0.3902 2.4804 2.2307 -0.127 -0.136 0.024
H -4.4151 1.4628 -0.9972 0.007 0.002 0.079
H -4.7316 2.9192 -0.0478 0.019 -0.042 0.007
H -5.4924 1.3719 0.4064 -0.027 0.006 0.017
H -3.9992 -0.4513 1.1985 0.033 -0.024 -0.009
H -2.3028 -0.0491 1.5842 -0.070 0.026 -0.144
H -2.8190 -0.2344 -0.1108 -0.028 0.026 0.058
H -3.5491 1.5300 2.9312 -0.066 0.033 0.004
H -4.1489 2.9857 2.1493 -0.003 0.027 -0.026
H -2.1159 3.6614 3.1549 0.024 0.034 0.028
H -1.7718 3.4828 1.4250 -0.022 0.001 -0.002
H -0.5921 2.4054 4.6525 -0.027 0.044 0.033
H -0.2338 0.7370 4.1196 0.008 0.047 -0.030
H -1.9115 1.2633 4.3176 0.029 -0.018 -0.024
H 1.1048 1.6903 2.4679 0.089 0.102 -0.058
H 0.6814 3.3919 2.7789 -0.041 0.031 0.063
H 0.4486 2.6949 1.1620 -0.047 -0.015 0.010
S 0.6064 -4.2514 -1.6676 0.012 -0.042 0.024
C -0.4771 -4.5118 -0.3689 0.018 -0.025 -0.077
C -1.1391 -3.3647 -0.0885 0.029 0.224 -0.198
N -0.8180 -2.2867 -0.8974 -0.198 -0.714 -0.205
C 0.0892 -2.6287 -1.7702 -0.195 -0.153 0.064
H -0.5478 -5.4633 0.1314 0.031 0.052 0.026
H -1.8607 -3.2348 0.7069 0.050 0.036 -0.022
H 0.5041 -1.9515 -2.5047 -0.007 -0.063 0.114
```
Forces are in eV/Å.

Values from the calculation:
**LUMO**: 2.08 eV
**HOMO**: -4.364 eV
**Charge**: -1


Energy relative to the best compared isomer or geometry (same formula, charge and spin) for the records above, in order: 5.060, 0.963 eV
Electronic energy for the records above, in order: -9754.6290, -4994.5159 a.u.